[1]
A cluster of 6 separate species, C30H66BN8O9P in total. Source: the Open Molecules 2025 dataset; level of theory: the ωB97M-V functional and the def2-TZVPD basis.

The HOMO energy comes out at -9.01 eV. The value obtained for the HOMO-LUMO gap is 6.81 eV. Its SMILES is [H]/N=C\Cc1cc([PH2]=O)c(B(N)O)c2c1C(=O)NC2=O.COC[C@@H](C)N.COC[C@@H](C)N.COC[C@@H](C)N.COC[C@@H](C)N.COC[C@@H](C)N. The total energy comes out at -2663.6201 a.u. As for the spin multiplicity: 1.

Geometry (Å):
H  -7.362147  0.568302  -4.159159
N  -7.284402  1.079780  -3.242375
C  -6.387293  0.431849  -2.429554
C  -5.636387  -0.941936  -3.016024
C  -4.344500  -0.409113  -3.878592
C  -4.591464  -0.107358  -5.493212
C  -3.333523  0.477402  -6.393948
P  -3.624503  0.881383  -8.268455
O  -5.125408  1.454847  -8.389531
C  -1.865297  0.724537  -5.632059
B  -0.602282  1.333018  -6.495581
N  0.473881  0.460802  -7.115657
O  -0.589578  2.826548  -6.680859
C  -1.700772  0.400072  -4.033438
C  -2.921584  -0.171005  -3.099847
C  -2.464773  -0.354232  -1.536039
O  -3.150368  -0.777196  -0.451088
N  -1.008651  0.151276  -1.611212
C  -0.447803  0.562390  -2.988640
O  0.806038  0.976603  -3.190606
H  -6.088576  0.818871  -1.352081
H  -6.347231  -1.547642  -3.751564
H  -5.289406  -1.586327  -2.102979
H  -5.637214  -0.304309  -5.981754
H  -3.447430  -0.258654  -9.134423
H  -2.760278  1.982166  -8.707099
H  0.625438  0.771179  -8.117064
H  1.391177  0.654247  -6.636856
H  -1.566677  3.027246  -6.872579
H  -0.429121  -0.600396  -1.150430
C  -2.344024  -4.430250  3.762861
O  -1.246217  -5.120799  3.185122
C  -1.519905  -5.700112  1.905863
C  -1.421528  -4.707625  0.723328
C  -2.622279  -3.771464  0.611015
N  -0.194955  -3.902848  0.796027
H  -3.302377  -4.898809  3.520050
H  -2.336394  -3.386267  3.443692
H  -2.218835  -4.441458  4.849267
H  -0.753360  -6.470877  1.763106
H  -2.483917  -6.223299  1.914629
H  -1.388854  -5.300575  -0.198877
H  -2.602595  -2.968396  1.353266
H  -2.638169  -3.290983  -0.373853
H  -3.561607  -4.321475  0.726839
H  0.610288  -4.530885  0.771763
H  -0.152723  -3.495884  1.735482
C  3.671236  -0.386549  4.702507
O  2.980040  0.317151  3.681295
C  3.254926  -0.145087  2.355479
C  2.446656  -1.395946  1.936965
C  2.968665  -2.692965  2.550206
N  1.022532  -1.252294  2.266608
H  4.667792  -0.706241  4.383731
H  3.079993  -1.244345  5.028769
H  3.780496  0.281586  5.561421
H  2.967164  0.679096  1.692180
H  4.332095  -0.293721  2.211483
H  2.538709  -1.495170  0.848480
H  2.692456  -2.803654  3.602677
H  2.551521  -3.557599  2.021549
H  4.059078  -2.752470  2.474555
H  0.653402  -0.436983  1.774217
H  0.963845  -0.982627  3.253428
C  -0.052090  4.328147  0.967906
O  0.552693  3.172122  1.527962
C  1.578255  3.447690  2.486763
C  1.053251  3.769046  3.905989
C  0.480876  5.178011  4.040240
N  0.038024  2.799138  4.337293
H  0.657962  5.152387  0.852152
H  -0.901322  4.637402  1.580271
H  -0.439706  4.064086  -0.020072
H  2.175809  2.530541  2.548560
H  2.253381  4.230195  2.119323
H  1.905922  3.701695  4.592672
H  -0.513549  5.274092  3.595123
H  0.381037  5.447990  5.097700
H  1.138837  5.915917  3.570298
H  0.456190  1.867169  4.339846
H  -0.665496  2.743654  3.594352
C  4.709529  4.676960  -7.037989
O  3.894515  4.515928  -8.189352
C  2.488440  4.562153  -7.928909
C  1.909468  5.991832  -7.810953
C  2.227882  6.671237  -6.481352
N  2.370958  6.852206  -8.908321
H  4.259552  4.230770  -6.146148
H  4.916034  5.736282  -6.873610
H  5.666411  4.182298  -7.227095
H  2.014667  4.077137  -8.790506
H  2.235117  3.950621  -7.054280
H  0.817709  5.908481  -7.876007
H  3.259810  7.029521  -6.426598
H  1.582115  7.544914  -6.337294
H  2.057030  5.990483  -5.641325
H  2.069320  6.442633  -9.794153
H  3.392217  6.777217  -8.945531
C  2.498668  -5.630990  8.660837
O  1.683653  -5.792022  7.509473
C  0.277578  -5.745797  7.769917
C  -0.301392  -4.316119  7.887872
C  0.017021  -3.636713  9.217474
N  0.160096  -3.455744  6.790506
H  2.048692  -6.077180  9.552677
H  2.705173  -4.571668  8.825216
H  3.455549  -6.125652  8.471731
H  -0.196194  -6.230813  6.908320
H  0.024256  -6.357329  8.644546
H  -1.393152  -4.399470  7.822820
H  1.048949  -3.278429  9.272228
H  -0.628746  -2.763036  9.361532
H  -0.153831  -4.317467  10.057501
H  -0.141542  -3.865318  5.904674
H  1.181356  -3.530733  6.753295

Cartesian forces (eV/Å) of the 6 atoms listed first:
0.21 0.40 1.14
3.67 -2.67 3.21
-2.18 0.59 -3.39
0.58 1.10 -0.05
1.63 0.59 -0.80
4.29 0.86 1.64

Atom charges from the Mulliken analysis, given in e for atoms 1 to 2: number 1, H, carries 0.2663; number 2, N, carries -0.6000

***

[2]
A cluster of 6 separate species, C30H66F3IN13O12P2S in total. Source: the Open Molecules 2025 dataset; level of theory: the ωB97M-V functional and the def2-TZVPD basis.

The HOMO energy comes out at -10.93 eV. The charge is +1. The value obtained for the HOMO-LUMO gap is 8.59 eV. The total energy comes out at -4475.4398 a.u. As for the spin multiplicity: 1.

Geometry (Å):
C  3.600183  4.251299  3.118570
C  2.361825  3.511826  2.531849
O  1.411838  4.447660  1.925259
P  1.539064  4.552272  0.294558
O  1.298262  5.969633  -0.060544
C  0.191929  3.572670  -0.547163
C  -0.373009  2.419228  0.361267
C  -0.622528  1.002721  -0.280226
S  0.971541  0.562268  -1.047807
O  2.065520  1.166795  -0.316671
O  1.109536  1.008016  -2.422941
C  1.463803  -1.236666  -1.098786
F  0.929752  -1.906837  -2.124351
F  1.389844  -1.889600  0.060549
F  2.773975  -1.189494  -1.394664
C  -0.688712  0.142188  1.056316
C  -2.126449  0.447470  1.596841
O  -2.334326  1.437393  2.614364
C  -2.532623  0.833564  3.774467
N  -2.883033  0.249189  4.683969
C  -2.882980  0.616937  0.201725
P  -4.391105  1.796658  0.247602
C  -3.934025  3.485779  0.884353
C  -5.165990  4.463579  0.621219
C  -5.491219  1.036899  1.548628
C  -6.840152  1.808882  1.735524
N  -1.945695  0.752702  -0.978997
C  -1.777136  -0.546876  -1.715999
C  -3.091114  -1.256687  -2.204299
C  -3.282527  -2.630918  -1.434173
C  -2.242917  -3.710138  -1.847521
N  -1.214673  -3.843879  -0.774453
C  -0.654401  -5.176588  -0.702202
C  0.768562  -5.396770  -1.261918
O  -1.254916  -6.071837  -0.197637
C  -2.167993  1.929667  -1.885740
C  -3.282047  1.851663  -2.968915
C  -2.811387  1.258071  -4.358511
I  -3.840275  3.944438  -3.365520
O  3.010840  4.142408  -0.297262
C  3.906459  5.289241  -0.254259
C  5.332001  4.733051  -0.622051
H  3.779674  3.817052  4.127332
H  4.487229  4.043487  2.492380
H  3.386464  5.328597  3.252755
H  1.801703  2.982180  3.335931
H  2.654217  2.739034  1.791304
H  0.526459  3.288596  -1.561191
H  -0.614383  4.325965  -0.691819
H  0.350039  2.261049  1.185148
H  -1.271897  2.839480  0.864957
H  0.177608  0.225845  1.738814
H  -0.751625  -0.965527  0.920806
H  -2.474985  -0.516808  2.024195
H  -3.463060  -0.332097  0.241727
H  -3.062714  3.964487  0.399753
H  -3.781810  3.456631  1.981748
H  -4.815687  5.407208  0.154477
H  -5.736306  4.649494  1.548604
H  -5.804051  3.984527  -0.156799
H  -5.742113  -0.001590  1.235784
H  -4.992933  0.992101  2.543671
H  -7.339753  2.020122  0.768492
H  -6.610988  2.755231  2.260043
H  -7.553982  1.241483  2.363129
H  -1.202701  -0.306483  -2.637081
H  -1.265403  -1.327426  -1.111161
H  -2.964514  -1.536429  -3.269860
H  -4.022968  -0.686883  -2.023407
H  -3.241465  -2.392339  -0.346288
H  -4.286675  -2.998296  -1.719788
H  -2.791756  -4.677703  -1.871824
H  -1.754510  -3.507362  -2.821526
H  -1.570453  -3.562795  0.134521
H  1.132877  -4.487417  -1.783508
H  0.803761  -6.289925  -1.908728
H  1.465195  -5.547327  -0.406906
H  -2.337398  2.880347  -1.340404
H  -1.207200  2.095772  -2.427731
H  -4.207028  1.388673  -2.595369
H  -3.037969  1.982029  -5.159253
H  -3.482792  0.393189  -4.563763
H  -1.742507  0.979174  -4.362414
H  3.909217  5.727599  0.765473
H  3.677692  6.053690  -1.019835
H  5.177062  3.984722  -1.419918
H  5.854121  4.309537  0.256255
H  5.907886  5.617958  -0.969008
C  5.665517  3.169680  6.923535
O  5.383178  2.716556  5.825890
N  6.395214  2.471647  7.837511
N  5.275289  4.412425  7.327660
H  6.638756  2.824283  8.743809
H  6.700498  1.552020  7.573952
H  4.735951  4.956882  6.679372
H  5.497098  4.802640  8.224112
C  -1.012491  4.249867  -6.501185
O  -1.570494  3.258879  -6.049298
N  0.257071  4.595395  -6.154491
N  -1.615803  5.087066  -7.386935
H  0.732824  5.402291  -6.512387
H  0.733255  3.998603  -5.502292
H  -2.554067  4.861587  -7.665178
H  -1.177652  5.903751  -7.769673
C  3.948574  -7.006165  1.445952
O  4.252391  -7.000805  0.266268
N  4.134048  -8.092661  2.250847
N  3.396097  -5.924477  2.067619
H  3.890306  -8.114564  3.223746
H  4.539350  -8.911110  1.830749
H  3.245255  -5.104667  1.507986
H  3.138538  -5.906586  3.036816
C  -5.067449  -6.325499  -2.749346
O  -4.971142  -5.216320  -2.239296
N  -5.547421  -6.512074  -4.008837
N  -4.701353  -7.460455  -2.097548
H  -5.634381  -7.410874  -4.444792
H  -5.827673  -5.693933  -4.519018
H  -4.341287  -7.358495  -1.164604
H  -4.770866  -8.378564  -2.494661
C  8.214274  -5.968415  2.594808
O  9.356561  -5.803361  2.980391
N  7.345461  -6.822186  3.212488
N  7.700522  -5.316375  1.511622
H  6.400977  -6.971316  2.909618
H  7.686518  -7.322913  4.013071
H  8.309598  -4.680091  1.029977
H  6.762219  -5.441229  1.177421

Cartesian forces (eV/Å) of the 6 atoms listed first:
-0.53 -0.88 0.34
0.05 -0.36 0.81
0.95 -1.43 -1.78
-0.22 3.00 -0.92
-0.38 -0.58 0.11
-0.06 -0.24 0.64

Atom charges from the Mulliken analysis, given in e for atoms 1 to 2: number 1, C, carries -1.1468; number 2, C, carries 0.2690